Entry 1:
Density functional theory data (ωB97M-V with the def2-TZVPD basis set) for a cluster of 5 separate species, C43H70BrF12NO15 in total in a non-equilibrium geometry.

Structure (XYZ):
```
142
Properties=species:S:1:pos:R:3:forces:R:3
C -5.8296 -7.4910 12.4877 0.0 0.0 0.0
O -5.6434 -6.9432 11.2042 0.0 0.0 0.0
C -6.8738 -6.6713 10.5545 0.0 0.0 0.0
C -6.5870 -6.2919 9.1021 -0.2 -0.1 0.0
C -7.3929 -5.0895 8.6008 0.0 0.0 0.1
C -6.7754 -4.4093 7.3799 0.0 0.0 0.0
C -6.6697 -5.2964 6.1401 0.0 -0.1 0.1
C -5.7850 -4.6803 5.0513 -0.2 0.0 0.0
C -6.0750 -5.1813 3.6217 0.0 0.0 0.1
C -4.8285 -5.5686 2.7958 0.0 0.0 0.0
C -4.7335 -4.8474 1.4469 0.0 0.0 0.0
C -4.1729 -3.4127 1.5706 -0.2 0.0 -0.1
C -2.8580 -3.2018 0.8196 0.1 -0.1 0.2
C -3.0506 -3.1670 -0.7052 -0.2 -0.1 0.0
C -2.3212 -2.1096 -1.5546 0.2 0.0 -0.1
C -2.2306 -2.5924 -3.0101 0.1 -0.1 0.0
Br -3.8232 -3.4325 -3.7363 0.0 0.0 0.0
O -1.1606 -3.5378 -3.0164 -0.3 0.2 0.0
C -0.4274 -3.3873 -1.8604 -0.9 0.8 -0.5
O 0.2706 -4.2311 -1.4499 1.1 -1.0 0.5
C -0.7871 -2.0191 -1.2877 -0.2 0.3 0.0
C -0.1134 -0.9163 -2.1573 0.0 0.0 0.3
C 1.3469 -0.5862 -1.8217 0.1 0.0 -0.2
C 2.3072 -1.7484 -1.6307 0.0 0.0 0.1
O 2.6816 -2.2137 -2.9382 -0.2 0.2 0.0
C 3.8203 -2.9836 -2.9819 0.2 1.0 0.0
C 5.0688 -2.1671 -3.1941 0.1 -0.1 0.0
O 3.7888 -4.1592 -2.8725 -0.1 -1.0 0.1
O -0.4008 -1.9404 0.0624 0.1 0.1 -0.1
C -0.8366 -0.8044 0.8116 0.1 0.3 0.0
C 0.2715 -0.2865 1.7336 0.0 -0.1 0.1
N 1.1050 -1.3803 2.1934 0.1 0.0 -0.2
C 2.2978 -0.9744 2.9254 -0.1 0.0 0.0
C 2.4244 -1.6558 4.2848 0.1 -0.1 0.0
C 3.7138 -1.2435 4.9856 0.0 -0.1 0.1
O 1.2956 -1.4044 5.1123 0.0 0.1 0.0
H -4.8637 -7.4882 12.9926 0.0 0.0 0.0
H -6.2022 -8.5223 12.4315 0.0 0.1 0.0
H -6.5390 -6.8979 13.0807 0.1 0.0 0.0
H -7.5211 -7.5582 10.6170 0.0 0.1 0.0
H -7.3913 -5.8545 11.0809 0.1 0.0 0.0
H -6.8048 -7.1571 8.4706 0.2 0.0 0.0
H -5.5174 -6.0794 9.0214 -0.1 0.0 0.0
H -8.4200 -5.3999 8.3699 0.1 0.0 0.0
H -7.4695 -4.3545 9.4106 0.0 0.0 -0.1
H -5.7760 -4.0400 7.6442 -0.1 -0.1 0.0
H -7.3722 -3.5258 7.1248 0.1 0.0 0.0
H -6.2508 -6.2680 6.4258 -0.1 0.0 -0.1
H -7.6740 -5.4972 5.7459 0.0 0.1 0.0
H -4.7409 -4.8846 5.3005 -0.1 0.1 0.0
H -5.9178 -3.5927 5.0870 0.1 0.0 0.0
H -6.6278 -4.4029 3.0848 0.0 -0.1 0.0
H -6.7512 -6.0406 3.6782 0.1 0.0 0.0
H -3.9296 -5.3366 3.3786 0.0 -0.1 -0.1
H -4.8135 -6.6493 2.6289 0.0 0.0 0.0
H -4.0997 -5.4307 0.7706 0.0 0.1 0.0
H -5.7301 -4.8188 0.9943 0.1 -0.1 0.0
H -4.9079 -2.6899 1.1955 0.1 0.0 0.1
H -4.0247 -3.1695 2.6279 0.0 -0.1 0.0
H -2.3777 -2.2954 1.1862 -0.6 -0.8 -0.2
H -2.1775 -4.0218 1.0719 0.1 0.1 0.0
H -2.8038 -4.1475 -1.1226 -0.1 0.0 0.1
H -4.1170 -3.0259 -0.9068 0.1 0.0 -0.1
H -2.8158 -1.1357 -1.5131 0.1 0.0 0.1
H -2.0342 -1.7973 -3.7221 0.0 0.0 0.0
H -0.1601 -1.1761 -3.2147 -0.1 -0.2 0.1
H -0.7062 -0.0026 -2.0461 0.0 0.0 -0.1
H 1.7491 -0.0287 -2.6735 -0.1 0.1 0.1
H 1.4169 0.0835 -0.9697 -0.1 0.0 0.3
H 3.1965 -1.3911 -1.0944 0.0 0.0 -0.1
H 1.8809 -2.5827 -1.0705 0.0 0.1 0.0
H 4.9264 -1.4520 -4.0042 0.0 0.0 0.0
H 5.9064 -2.8316 -3.3970 0.0 0.1 0.0
H 5.2864 -1.5951 -2.2869 -0.1 0.0 -0.1
H -1.1708 -0.0026 0.1474 0.0 0.0 0.0
H -1.6996 -1.0885 1.4208 0.5 0.4 0.0
H -0.2051 0.1613 2.6132 0.0 0.1 -0.1
H 0.8364 0.5222 1.2448 0.1 -0.1 -0.1
H 1.3527 -1.9552 1.3980 -0.1 -0.1 0.1
H 3.2020 -1.1907 2.3423 0.0 0.0 0.1
H 2.2970 0.1148 3.0894 0.0 -0.1 0.0
H 2.4184 -2.7389 4.1309 0.0 0.1 0.0
H 3.6628 -0.1924 5.2899 0.0 0.0 -0.1
H 3.8650 -1.8434 5.8843 0.0 0.1 0.0
H 4.5838 -1.3725 4.3368 0.0 0.0 0.0
H 1.1981 -0.4486 5.2021 0.0 -0.1 0.0
C 4.2161 4.0576 -6.7836 0.1 0.0 0.1
C 3.4070 2.9532 -6.1460 -0.1 0.0 -0.1
O 4.0973 2.3905 -5.0006 0.0 0.0 0.1
C 3.9870 3.0611 -3.8676 0.0 0.0 0.0
O 3.3796 4.0708 -3.6648 0.0 0.0 0.0
C 4.7415 2.3079 -2.7446 -0.1 0.0 -0.1
F 5.9461 1.8936 -3.1467 0.0 0.0 0.0
F 4.0277 1.2250 -2.3853 0.1 0.0 0.0
F 4.8909 3.0834 -1.6773 0.0 -0.1 0.0
H 5.2064 3.6940 -7.0584 0.0 0.0 0.0
H 3.7109 4.4047 -7.6837 0.0 0.0 0.0
H 4.3301 4.9004 -6.1029 0.0 0.0 0.0
H 3.2759 2.1090 -6.8184 0.0 0.0 0.0
H 2.4273 3.3037 -5.8238 0.0 0.0 0.0
C -0.2374 -3.9240 10.9526 0.0 -0.1 0.0
C 0.2128 -3.8896 9.5104 0.1 0.1 0.0
O -0.4532 -4.9154 8.7341 -0.1 0.0 0.0
C -1.6719 -4.6230 8.3129 0.0 0.0 -0.1
O -2.2864 -3.6126 8.4906 0.0 -0.1 0.0
C -2.2316 -5.7951 7.4702 0.0 0.1 0.0
F -2.0179 -6.9745 8.0572 0.0 0.0 0.0
F -1.6410 -5.8082 6.2662 0.0 0.0 0.1
F -3.5417 -5.6388 7.2919 0.1 -0.1 0.0
H -0.0707 -4.9121 11.3813 0.0 0.0 0.0
H 0.3325 -3.1949 11.5289 0.0 0.0 0.0
H -1.2952 -3.6792 11.0379 0.0 0.0 0.0
H 1.2696 -4.1247 9.4113 0.0 0.0 0.0
H 0.0195 -2.9227 9.0480 0.0 0.0 0.0
C 3.7141 10.2667 -6.7495 0.0 -0.1 0.0
C 3.4233 10.3358 -8.2307 0.0 0.2 0.0
O 3.2723 9.0091 -8.7961 0.0 0.0 0.0
C 2.0888 8.4425 -8.6433 0.0 0.0 0.0
O 1.1207 8.8913 -8.1043 0.1 0.0 0.0
C 2.0862 7.0533 -9.3277 0.0 0.1 0.1
F 3.1930 6.3579 -9.0304 -0.1 0.0 -0.1
F 2.0335 7.2028 -10.6585 0.0 0.0 0.1
F 1.0316 6.3440 -8.9385 0.1 0.0 0.0
H 4.5960 9.6537 -6.5632 0.0 0.0 0.0
H 3.9039 11.2708 -6.3706 0.0 0.0 0.0
H 2.8721 9.8452 -6.2020 0.0 0.0 0.0
H 4.2554 10.7680 -8.7780 0.0 -0.1 0.0
H 2.5220 10.9097 -8.4415 0.0 -0.1 0.0
C 6.0914 13.4204 -14.3830 0.1 0.0 0.1
C 5.3848 12.3052 -13.6484 -0.1 0.0 -0.1
O 6.1954 11.8065 -12.5542 0.0 0.0 0.1
C 6.1530 12.5052 -11.4338 0.0 0.0 0.0
O 5.5189 13.4935 -11.2068 0.0 -0.1 0.0
C 7.0341 11.8221 -10.3587 -0.1 0.0 0.0
F 8.2124 11.4377 -10.8503 0.0 0.0 0.0
F 6.3941 10.7317 -9.8958 0.1 0.0 0.0
F 7.2427 12.6451 -9.3367 0.0 -0.1 0.0
H 7.0664 13.0867 -14.7376 0.0 0.0 0.0
H 5.4949 13.7231 -15.2435 0.0 0.0 0.0
H 6.2292 14.2876 -13.7389 0.0 0.0 0.0
H 5.2329 11.4360 -14.2834 0.0 0.0 0.0
H 4.4237 12.6273 -13.2502 0.0 0.0 0.0
```
Forces are in eV/Å.

Output
SMILES = COCCCCCCCCCCCC[C@@H]1[C@H](Br)OC(=O)[C@]1(CCCOC(C)=O)OCCNC[C@@H](C)O.CCOC(=O)C(F)(F)F.CCOC(=O)C(F)(F)F.CCOC(=O)C(F)(F)F.CCOC(=O)C(F)(F)F
HOMO-LUMO gap = 0.337 Eh
highest occupied orbital energy = -8.82 eV

Results of the Löwdin charge analysis, in e, for atoms 1 through 2:
1. C -0.126
2. O -0.195

Entry 2:
Density functional theory data (ωB97M-V with the def2-TZVPD basis set) for a cluster of 3 separate species, C43H80F2NO3S in total in a non-equilibrium geometry.

Structure (XYZ):
```
130
Properties=species:S:1:pos:R:3:forces:R:3
C 3.6797 2.4539 4.0665 0.2 -0.7 -0.4
C 3.0815 2.5552 2.8309 0.0 0.2 0.2
C 3.7758 2.4808 1.4750 -0.3 -1.0 -1.2
C 5.0801 1.8616 1.1904 -0.8 1.1 -1.7
C 5.9337 1.2281 2.3285 0.8 -0.3 1.5
O 6.0098 0.0550 2.5400 -0.8 0.6 -0.7
O 6.6445 2.0551 3.2102 -0.8 0.5 -2.4
C 6.8267 3.3846 2.6738 0.6 2.1 0.6
C 7.8189 4.2517 3.5575 0.0 0.1 -0.9
C 9.3395 4.0392 3.1489 -0.6 0.4 0.9
S 9.8464 5.2529 1.8207 -0.4 -0.4 0.0
C 5.5899 1.8390 -0.1925 -2.1 1.4 0.7
C 6.9833 1.1607 -0.4462 0.2 0.3 0.5
O 6.9363 -0.2195 -0.1225 -0.6 0.8 -1.0
C 6.1646 -0.9663 -1.0723 0.2 -2.2 -0.2
C 6.2289 -2.4841 -0.5943 -1.0 0.8 0.5
C 5.2013 -2.6944 0.6134 0.7 0.0 -0.2
C 4.7684 2.4902 -1.2384 1.6 -2.0 0.7
C 5.3549 2.4563 -2.6984 -1.1 1.6 0.1
C 6.1420 3.8420 -2.8918 0.8 -0.4 0.5
C 7.7103 3.6270 -2.8006 -1.0 0.3 -0.3
F 8.3104 4.8268 -3.2428 -0.3 -1.3 0.4
N 3.5456 3.1012 -0.9525 0.9 -0.7 1.1
C 2.7391 3.7948 -1.9887 -1.7 1.1 -0.4
C 1.3427 3.1361 -2.2996 -0.2 0.0 -0.7
C 0.5152 4.2169 -3.1376 0.5 -0.5 0.8
C -0.9692 3.7741 -3.4232 0.2 2.1 0.2
C -1.8693 4.2368 -2.1956 -0.6 -0.5 -0.9
C -3.3405 3.6737 -2.4899 1.8 -0.8 0.4
C -3.3267 2.1431 -1.9808 -0.8 1.1 0.0
C -4.3462 2.0824 -0.7580 0.8 -1.2 -0.9
C -4.3486 0.6958 0.0415 -1.2 1.5 0.5
C -5.6217 0.7726 1.0228 0.6 -0.3 -0.4
C -5.2414 1.2021 2.4975 -0.2 0.4 -0.8
C -4.2198 2.3989 2.5995 -0.3 0.4 1.1
C -4.8943 3.8380 2.4228 0.7 -0.5 0.2
C 3.0620 3.0920 0.3398 1.1 -1.0 1.7
F 1.8719 3.7026 0.5980 2.0 -0.8 -1.0
H 4.4098 1.6302 4.3069 0.1 1.7 -0.6
H 3.4367 3.1338 4.9226 -0.8 -1.4 -0.7
H 1.9660 2.7021 2.8170 1.4 1.2 -0.2
H 7.2773 3.3775 1.6383 -0.6 -0.2 0.9
H 5.8548 3.9660 2.6590 0.8 -0.9 -0.1
H 7.6274 4.1428 4.6550 0.2 -0.3 -1.0
H 7.5869 5.3293 3.3079 0.1 -1.1 0.4
H 9.9680 4.3256 4.0411 -0.5 -0.5 -1.1
H 9.5635 2.9820 2.8432 -0.2 1.1 0.3
H 8.6364 5.6553 1.3042 0.6 -0.5 0.5
H 7.3965 1.3247 -1.4768 -0.6 -0.1 0.8
H 7.7365 1.6243 0.2615 -0.8 -0.5 -0.7
H 6.6055 -0.9163 -2.1118 -0.3 0.3 0.9
H 5.0745 -0.6837 -1.1086 1.0 0.2 0.1
H 5.9194 -3.1627 -1.4287 0.5 0.7 0.5
H 7.2815 -2.7054 -0.2667 -1.1 0.1 -0.5
H 4.7875 -3.7351 0.6003 0.5 0.9 0.1
H 4.3293 -1.9901 0.5205 0.8 -0.6 0.1
H 5.7319 -2.5026 1.5894 -0.8 -0.2 -1.0
H 5.9780 1.5507 -2.8894 -0.6 0.8 0.4
H 4.5370 2.4631 -3.4714 0.7 -0.3 1.0
H 5.8626 4.5194 -2.0385 0.2 -0.4 -1.0
H 5.8786 4.3364 -3.8707 0.4 -0.6 1.0
H 8.0477 3.4137 -1.7474 -0.3 0.4 -1.1
H 7.9892 2.7669 -3.4672 0.1 0.9 0.5
H 2.5214 4.8265 -1.5789 0.4 -1.1 -0.4
H 3.2651 3.9575 -2.9589 0.0 -0.4 1.2
H 0.7842 2.8352 -1.3713 0.6 0.5 -0.8
H 1.4484 2.1939 -2.9179 0.1 1.0 0.6
H 1.1099 4.4866 -4.0520 -0.7 -0.4 0.6
H 0.5106 5.1463 -2.4898 -0.2 -0.8 -0.8
H -1.0964 2.6949 -3.6897 0.2 0.9 0.4
H -1.3220 4.3999 -4.2982 0.3 -0.9 0.7
H -1.8809 5.3596 -2.0803 0.3 -1.1 -0.3
H -1.4100 3.7846 -1.2762 -0.7 0.5 -0.5
H -3.4541 3.6952 -3.6091 -0.2 0.2 1.1
H -4.1383 4.2699 -1.9798 0.7 -0.6 -0.5
H -3.6303 1.4952 -2.8481 0.2 0.3 1.1
H -2.2724 1.8634 -1.6807 -1.2 0.2 -0.2
H -5.3709 2.2277 -1.2144 1.0 0.0 0.7
H -4.1077 2.9559 -0.0834 -0.4 -1.0 -0.6
H -4.4751 -0.1671 -0.6613 0.3 0.8 0.6
H -3.4272 0.5951 0.6840 -0.8 -0.1 -0.9
H -6.3631 1.4856 0.5569 0.7 -0.7 0.6
H -6.1013 -0.2443 1.0414 0.3 1.0 0.2
H -6.1987 1.5543 2.9868 1.1 -0.6 -0.2
H -4.8340 0.2968 3.0180 -0.4 0.8 -0.3
H -3.3213 2.3101 1.9380 -0.9 -0.1 0.4
H -3.8255 2.3845 3.6612 -0.2 -0.1 -1.2
H -4.2054 4.4734 1.7971 -1.0 -0.5 0.5
H -4.9525 4.3286 3.4321 -0.2 -0.4 -1.0
H -5.9218 3.7583 1.9797 1.0 0.2 0.3
C -2.4962 -2.0232 -2.6935 0.1 -0.1 -0.1
C -3.1046 -3.4044 -2.4844 -0.1 0.1 0.1
C -3.7004 -3.5912 -1.0883 0.0 -0.1 0.0
C -2.6979 -3.4871 0.0643 0.0 0.1 0.0
C -1.5258 -4.4671 -0.0042 -0.1 0.0 0.1
C -1.9601 -5.9254 0.0633 0.2 -0.1 -0.1
H -1.6662 -1.8383 -2.0074 0.0 0.0 0.0
H -2.1097 -1.9330 -3.7115 0.0 0.1 0.0
H -3.2424 -1.2393 -2.5419 0.0 0.0 0.0
H -2.3538 -4.1728 -2.6882 0.0 0.0 0.0
H -3.8992 -3.5502 -3.2224 0.0 0.0 0.0
H -4.2055 -4.5614 -1.0493 0.0 0.0 0.0
H -4.4839 -2.8406 -0.9331 0.0 0.0 0.0
H -3.2369 -3.6426 1.0056 0.0 0.0 0.0
H -2.3016 -2.4672 0.1118 0.0 0.0 0.0
H -0.8550 -4.2633 0.8370 0.0 0.0 -0.1
H -0.9366 -4.2991 -0.9109 0.0 0.0 0.0
H -2.5094 -6.1250 0.9867 0.0 0.0 -0.1
H -1.0863 -6.5812 0.0427 -0.1 0.0 0.0
H -2.5961 -6.1972 -0.7817 0.0 0.0 0.1
C -8.3619 -8.8053 0.4371 -0.2 0.1 0.0
C -8.1197 -7.3966 -0.0927 0.1 -0.1 -0.1
C -6.7141 -6.8739 0.2068 0.0 0.1 0.0
C -6.3760 -6.7336 1.6934 0.0 -0.1 0.0
C -7.3162 -5.8287 2.4901 0.2 0.0 0.0
C -7.3066 -4.3829 2.0086 -0.2 0.0 0.1
H -8.2734 -8.8481 1.5246 0.0 0.0 0.0
H -9.3680 -9.1397 0.1750 0.1 -0.1 0.0
H -7.6478 -9.5110 0.0060 0.0 0.0 0.0
H -8.8756 -6.7168 0.3101 0.0 0.0 0.0
H -8.2619 -7.4043 -1.1778 0.0 0.1 0.0
H -6.5856 -5.9071 -0.2914 0.0 0.0 0.0
H -5.9802 -7.5459 -0.2521 0.0 0.0 0.0
H -5.3534 -6.3484 1.7801 0.0 0.0 0.0
H -6.3627 -7.7237 2.1592 0.0 0.0 0.0
H -7.0080 -5.8486 3.5404 0.0 0.0 0.0
H -8.3376 -6.2190 2.4654 0.0 0.0 0.0
H -6.3012 -3.9579 2.0713 0.0 0.0 0.0
H -7.9689 -3.7734 2.6284 0.1 0.0 -0.1
H -7.6523 -4.2983 0.9760 0.0 0.0 0.0
```
Forces are in eV/Å.

Output
net charge = +1
HOMO-LUMO gap = 0.254 Eh
highest occupied orbital energy = -11.39 eV

Results of the Löwdin charge analysis, in e, for atoms 1 through 2:
1. C 0.071
2. C -0.085

> highest occupied orbital energy of number 2 (C43H80F2NO3S)?

-11.39 eV

> Which value of HOMO-LUMO gap does entry 1 give?

0.337 Eh

> The lowest highest occupied orbital energy belongs to which entry?

C43H80F2NO3S